87
Properties=species:S:1:pos:R:3 method="wB97M-V/def2-TZVPD" multiplicity=3 e_homo_ha="-0.190 / -0.190" e_tot_ev=-159835.512 e_above_lowest_kj_mol=0.0 charge=-1 orbital_gap_ev="6.639 / 6.563"
Mo 0.48143 0.56067 0.34485
C -6.44027 0.65177 -0.81686
C -5.42216 -0.05587 0.08599
C -6.15003 -0.79788 1.21450
C -4.66215 -1.08175 -0.74949
C -4.49143 0.98247 0.70728
C -5.05083 2.02801 1.46829
C -4.28410 2.96533 2.12537
C -2.90134 2.86139 2.01960
S -1.65589 3.81952 2.76959
C -0.46233 2.81776 2.03346
N -0.94797 1.87461 1.26829
C -2.33335 1.85084 1.24769
C -3.11689 0.90617 0.58819
C 0.98175 2.93998 2.14363
C 1.59469 3.90203 2.93995
C 2.97557 3.96804 2.97417
C 3.71548 3.06882 2.21398
C 3.08992 2.11637 1.42235
C 1.69917 2.01647 1.35143
H -7.06517 -0.08990 -1.31702
H -5.93358 1.24272 -1.58162
H -7.09788 1.31561 -0.25502
H -6.86305 -1.50927 0.79278
H -6.69927 -0.11132 1.85978
H -5.43425 -1.34837 1.82532
H -5.37090 -1.80310 -1.15918
H -3.93393 -1.63174 -0.15308
H -4.14664 -0.61181 -1.58461
H -6.12571 2.08579 1.56961
H -4.74444 3.73948 2.72277
H -2.63185 0.10716 0.04292
H 0.99869 4.58788 3.53126
H 3.47340 4.70156 3.59416
H 4.79727 3.10217 2.25092
H 3.71590 1.41941 0.87621
S 0.56568 -4.45020 1.94686
Sb -0.67003 -2.62885 1.33548
S 0.33338 -0.59197 2.31003
S -0.13756 -1.70391 -0.75472
S -2.86715 -2.64567 1.83627
Cl -3.44256 5.01040 -4.68419
C -2.48232 3.93542 -3.70327
C -2.59554 2.56693 -3.87727
C -1.83202 1.72632 -3.09170
Cl -1.90295 0.02212 -3.36725
C -0.96596 2.19765 -2.08171
O -0.32320 1.34376 -1.34408
C -0.83314 3.59610 -2.01395
Cl 0.39822 4.28391 -1.00234
C -1.58513 4.45972 -2.79356
H -3.25940 2.15272 -4.62065
H -1.45230 5.52655 -2.69564
C 3.76654 1.20204 -2.49051
C 2.60469 1.27518 -1.74937
N 2.23915 0.29777 -0.90944
C 3.01496 -0.78328 -0.78622
C 4.17736 -0.95122 -1.52840
C 4.56477 0.07562 -2.37742
C 4.92300 -2.21734 -1.40785
C 4.36455 -3.40606 -1.59858
C 2.97366 -3.62504 -2.05354
C 2.14479 -4.53540 -1.41593
C 0.88032 -4.71232 -1.94993
N 0.46926 -4.06304 -3.03355
C 1.32673 -3.18137 -3.53339
N 2.55492 -2.92308 -3.11091
H 4.02450 2.01484 -3.15248
H 1.94137 2.12793 -1.80800
H 2.67647 -1.54549 -0.09345
H 5.46952 -0.02045 -2.96296
H 5.96140 -2.15619 -1.10162
H 4.94966 -4.29886 -1.40753
H 2.44658 -5.05921 -0.51973
H 0.17807 -5.39547 -1.48684
H 0.98741 -2.61220 -4.39116
C 4.88371 -3.72404 2.06981
N 3.79008 -3.51906 2.97889
C 3.43479 -2.32954 3.48556
N 2.34750 -2.36789 4.29964
S 4.23733 -0.88194 3.20195
H 5.57539 -4.47477 2.45867
H 5.41131 -2.77995 1.93976
H 4.50619 -4.05368 1.10278
H 3.05337 -4.21788 2.96771
H 1.65889 -3.09230 4.10564
H 1.95591 -1.45834 4.49270

81
Properties=species:S:1:pos:R:3 method="wB97M-V/def2-TZVPD" multiplicity=2 e_homo_ha="-0.444 / -0.444" e_tot_ev=-112650.269 e_above_lowest_kj_mol=112.0 charge=+2 orbital_gap_ev="4.906 / 5.113"
Re 0.51872 1.67367 0.27492
Cl 3.21707 4.34886 0.78034
C 1.58036 4.61291 1.22616
C 0.63324 3.59866 1.05167
C -0.67060 3.91915 1.41022
Cl -1.78884 2.58852 1.13733
C -1.09678 5.11570 1.93510
Cl -2.73404 5.37125 2.34860
C -0.12172 6.10629 2.10430
Cl -0.56912 7.61696 2.74172
C 1.21181 5.85530 1.74699
Cl 2.38037 7.08491 1.95319
N 2.21429 1.39758 -0.07243
C 3.46763 1.13712 -0.31486
C 3.82145 0.71775 -1.67482
C 3.20157 1.34451 -2.76156
C 3.54992 0.98906 -4.05142
C 4.49342 -0.00910 -4.26453
C 5.09756 -0.64714 -3.18821
C 4.77567 -0.27903 -1.89366
C 4.45228 1.29543 0.74622
C 5.78838 1.56527 0.42828
C 6.70720 1.78049 1.43994
C 6.30518 1.72184 2.76765
C 4.97763 1.45597 3.09152
C 4.05223 1.24974 2.08946
H 2.48309 2.13558 -2.58422
H 3.09637 1.49704 -4.89187
H 4.76619 -0.28575 -5.27399
H 5.82593 -1.42739 -3.36058
H 5.24334 -0.77304 -1.05216
H 6.09248 1.64166 -0.60650
H 7.73622 2.00326 1.19433
H 7.02775 1.88832 3.55521
H 4.67344 1.41630 4.12858
H 3.01542 1.04739 2.32852
N -1.04674 -3.57303 3.54636
C -1.51103 -2.73938 2.36787
C -1.06261 -1.29800 2.52142
N 0.36780 -1.08135 2.39385
H -1.25396 -4.56395 3.41563
H -1.49450 -3.27065 4.41302
H -0.03549 -3.47440 3.66277
H -2.59405 -2.82030 2.31580
H -1.08135 -3.18116 1.47263
H -1.39327 -0.89506 3.48274
H -1.60465 -0.74336 1.75264
H 0.82346 -1.64678 1.69012
H 0.88682 -1.07873 3.25925
C -5.70148 -3.30806 1.89252
C -5.02188 -2.28348 1.01678
C -5.00240 -0.94922 1.41581
C -4.42962 0.01925 0.60676
C -3.86299 -0.32986 -0.60802
C -3.85353 -1.66475 -1.00637
N -3.31374 -2.04856 -2.24453
C -2.41329 -1.32035 -3.01836
C -2.61938 -1.23026 -4.39394
C -1.74062 -0.52868 -5.19905
C -0.65230 0.13626 -4.65027
C -0.43764 0.06731 -3.28881
C -1.28524 -0.68116 -2.47285
C -0.88780 -0.88477 -1.06673
O -0.85360 -1.91938 -0.46059
O -0.49501 0.26484 -0.43311
C -4.42597 -2.65308 -0.19448
C -4.39770 -4.08466 -0.66525
H -6.18712 -2.82795 2.74010
H -4.99546 -4.04704 2.28461
H -6.46272 -3.86084 1.34234
H -5.48022 -0.66397 2.34505
H -4.48007 1.06205 0.89691
H -3.47619 0.43233 -1.27344
H -3.80531 -2.77752 -2.73344
H -3.49149 -1.70478 -4.82573
H -1.92162 -0.48075 -6.26445
H 0.02287 0.69789 -5.28053
H 0.42069 0.56186 -2.85177
H -3.40422 -4.34770 -1.03433
H -5.10416 -4.25328 -1.48358
H -4.66630 -4.78059 0.12522

83
Properties=species:S:1:pos:R:3 method="wB97M-V/def2-TZVPD" multiplicity=3 e_homo_ha="-0.140 / -0.153" e_tot_ev=-235242.300 e_above_lowest_kj_mol=5.9 charge=-1 orbital_gap_ev="6.307 / 6.621"
Mo 0.08530 0.21786 -1.47417
S -2.51477 0.33540 -1.25571
P -2.02740 -0.17568 0.62193
C -0.41513 -0.64150 0.53872
P 0.84757 -0.02468 1.44384
S 1.53631 1.57209 0.43897
C 0.48178 0.36891 3.18658
C 0.54634 1.66829 3.66843
C 0.22086 1.93645 4.99228
C -0.17614 0.90970 5.83401
C -0.24896 -0.39343 5.35382
C 0.08129 -0.66196 4.03618
C 2.17709 -1.25434 1.64491
C 1.91317 -2.60219 1.43607
C 2.90746 -3.54854 1.66009
C 4.16461 -3.14816 2.08334
C 4.43502 -1.79788 2.28136
C 3.44455 -0.85552 2.06435
C -3.12962 -1.47916 1.25196
C -4.51255 -1.31302 1.21576
C -5.34597 -2.30534 1.70380
C -4.80196 -3.47373 2.22828
C -3.42722 -3.64806 2.25344
C -2.59192 -2.65165 1.76173
C -2.36200 1.21540 1.75785
C -2.05685 2.49889 1.30366
C -2.20945 3.58793 2.14699
C -2.66194 3.40829 3.44834
C -2.95561 2.13282 3.90784
C -2.80612 1.03926 3.06506
H 0.83441 2.46710 2.99517
H 0.26474 2.95439 5.35958
H -0.43609 1.12220 6.86395
H -0.56379 -1.19887 6.00585
H 0.02764 -1.67914 3.66277
H 0.93376 -2.89164 1.07011
H 2.69888 -4.59527 1.48191
H 4.94057 -3.88531 2.25119
H 5.42065 -1.48306 2.60195
H 3.65342 0.19922 2.20555
H -4.93149 -0.40487 0.79665
H -6.42026 -2.17282 1.67104
H -5.45471 -4.25086 2.60678
H -3.00248 -4.56342 2.64674
H -1.51475 -2.77734 1.74646
H -1.70321 2.64205 0.28698
H -1.97112 4.57993 1.78319
H -2.77956 4.26193 4.10540
H -3.29669 1.98324 4.92511
H -3.02817 0.04631 3.43652
O -2.45103 3.47092 -5.85788
C -1.03848 3.51892 -6.02902
C -0.33398 2.66857 -4.95751
C 1.15117 3.02342 -5.11564
O 1.99465 1.92726 -4.80711
C -0.89313 3.08382 -3.59574
Se 0.22117 2.71219 -2.04317
C -0.64468 1.20557 -5.25792
Se -0.32093 -0.27600 -3.98774
H -2.85813 3.93647 -6.59209
H -0.68566 4.55716 -5.94424
H -0.76175 3.14008 -7.02115
H 1.36811 3.87932 -4.46645
H 1.33851 3.33398 -6.15542
H 2.80246 2.27032 -4.41692
H -1.87454 2.63588 -3.44588
H -1.02573 4.16921 -3.57468
H -0.08914 0.89203 -6.14561
H -1.70643 1.14893 -5.49645
F 1.98672 -4.89069 -1.31153
C 2.75088 -4.31433 -2.25722
F 3.93201 -4.98136 -2.24470
F 2.17472 -4.59135 -3.44043
C 2.94683 -2.84416 -2.04648
C 4.21399 -2.30937 -2.03802
C 4.40098 -0.93463 -1.89835
C 3.28240 -0.14587 -1.75368
N 2.05398 -0.66157 -1.73951
C 1.83052 -1.98707 -1.89931
S 0.17327 -2.37244 -1.89202
H 5.06790 -2.96465 -2.14454
H 5.38851 -0.49779 -1.89874
H 3.33536 0.92707 -1.62743

81
Properties=species:S:1:pos:R:3 method="wB97M-V/def2-TZVPD" e_homo_ha=-0.397 e_tot_ev=-127355.855 e_above_lowest_kj_mol=27.1 charge=+1 orbital_gap_ev=7.327
Sn -0.29443 -0.40821 0.01209
O 2.26866 -2.03560 1.09127
C 2.69712 -2.83652 0.07676
C 2.21548 -4.10586 -0.20238
C 2.79759 -4.72342 -1.29027
C 3.80824 -4.10799 -2.05619
C 4.27537 -2.85180 -1.75295
C 3.69545 -2.20379 -0.65465
C 3.85622 -0.94612 -0.01535
N 2.99906 -0.86793 0.96466
N 2.89735 0.12773 1.85634
C 1.71202 0.36623 2.38995
O 0.60559 -0.15411 2.06495
C 1.74956 1.39459 3.46104
C 0.68653 1.47001 4.35573
C 0.67440 2.45213 5.33307
C 1.71620 3.36669 5.40988
C 2.78018 3.28636 4.52064
C 2.80343 2.29718 3.55354
H 1.45134 -4.57654 0.39655
H 2.47085 -5.71665 -1.56009
H 4.22388 -4.64176 -2.89719
H 5.05491 -2.38398 -2.33374
H 4.51599 -0.11845 -0.20235
H -0.11169 0.74457 4.28768
H -0.14165 2.50428 6.04007
H 1.70460 4.13507 6.17015
H 3.59501 3.99402 4.58612
H 3.62946 2.22515 2.86090
O -1.94413 1.12482 0.16103
C -3.30278 0.72137 0.51559
C -3.28146 -0.82369 0.51374
O -4.29999 -1.43830 0.65500
O -2.09340 -1.35652 0.36783
C -3.62512 1.16916 1.93142
C -2.62511 1.27533 2.88738
C -2.94321 1.61985 4.19237
C -4.26156 1.84583 4.55314
C -5.26436 1.71981 3.60382
C -4.94921 1.38217 2.29838
C -4.22323 1.33251 -0.52450
C -4.90559 0.58914 -1.47680
C -5.64692 1.23335 -2.45853
C -5.70514 2.61605 -2.50355
C -5.03118 3.36512 -1.54876
C -4.30237 2.72416 -0.56323
H -1.90289 2.07988 0.02550
H -1.59358 1.06963 2.62535
H -2.16076 1.70260 4.93277
H -4.50826 2.11042 5.57144
H -6.29611 1.88034 3.87996
H -5.73405 1.27351 1.56438
H -4.88718 -0.48935 -1.44052
H -6.18307 0.64525 -3.19001
H -6.28317 3.11050 -3.27093
H -5.08675 4.44399 -1.56317
H -3.81809 3.31463 0.20666
C -0.20560 1.06753 -5.14478
As -0.40206 0.22200 -3.39490
C 0.59443 -1.42513 -3.75947
C -2.20032 -0.50848 -3.61458
H -0.52740 0.38306 -5.93090
H 0.83776 1.34059 -5.30587
H -0.81169 1.97292 -5.18311
H 0.29131 -1.84510 -4.71792
H 0.39560 -2.15937 -2.97554
H 1.66607 -1.22078 -3.77993
H -2.26082 -1.10667 -4.52314
H -2.91961 0.30704 -3.66528
H -2.45414 -1.13406 -2.75917
I 2.96299 4.55100 -2.65983
C 1.85535 3.92495 -1.02016
C 1.58236 4.77765 0.03830
C 0.82955 4.29352 1.09497
C 0.38229 2.98391 1.05102
N 0.64535 2.16219 0.03307
C 1.36805 2.62675 -0.98191
H 1.94876 5.79471 0.03837
H 0.59511 4.91669 1.94505
H -0.20258 2.57647 1.86226
H 1.55646 1.93578 -1.79465

87
Properties=species:S:1:pos:R:3 method="wB97M-V/def2-TZVPD" multiplicity=3 e_homo_ha="-0.135 / -0.166" e_tot_ev=-222458.844 e_above_lowest_kj_mol=14.4 charge=-1 orbital_gap_ev="5.588 / 6.432"
Ti -1.56756 2.46597 0.51565
N 3.45304 2.42120 -2.55785
C 3.01793 3.10332 -1.44110
N 1.78919 3.47589 -1.29240
C 1.63828 4.19797 -0.12526
C 2.75508 4.34970 0.62103
S 4.08219 3.59618 -0.17614
C 0.32093 4.82267 0.10934
C 0.14237 5.99979 0.72368
S -1.45746 6.59807 0.45956
C -1.79604 5.21129 -0.51855
N -0.81591 4.29209 -0.51998
N -2.86309 5.12115 -1.30412
H 2.67596 2.06280 -3.09697
H 4.16694 1.72946 -2.39020
H 2.86640 4.82319 1.58170
H 0.87735 6.58881 1.24478
H -3.76627 5.48778 -1.00184
H -2.97849 4.21617 -1.76057
S -5.93325 4.08632 -1.25291
Sb -4.86100 2.51667 0.01021
S -3.42505 3.60621 1.57648
S -2.93456 1.65816 -1.21864
S -6.10768 0.81667 0.83401
S -0.08467 2.84278 2.71128
C -1.09565 1.47793 2.98978
N -1.17338 0.90483 4.20762
C -2.12098 -0.08585 4.52059
C -2.96544 -0.46215 3.50088
C -2.83419 0.07789 2.24717
N -1.84231 1.03915 1.98482
H -0.63449 1.35090 4.93272
H -2.13074 -0.45463 5.53102
H -3.76013 -1.17011 3.68271
H -3.53834 -0.11746 1.45092
C -0.18561 -1.00713 0.01918
C -1.53442 -1.52002 -0.45435
As -1.97173 -3.39946 -0.05192
C -1.27984 -3.66511 1.74910
C -2.22422 -4.08056 2.68429
C -1.86558 -4.32067 4.00563
C -0.55079 -4.14595 4.40639
C 0.40324 -3.73763 3.48179
C 0.04375 -3.50622 2.16140
C -0.52069 -4.20186 -1.09795
C 0.41373 -5.09338 -0.57969
C 1.38299 -5.66336 -1.39794
C 1.42945 -5.35538 -2.74935
C 0.48760 -4.48392 -3.28226
C -0.48013 -3.91760 -2.46448
P 0.31312 0.70970 -0.50827
C 0.30929 0.56388 -2.33871
C -0.00970 1.69222 -3.09179
C -0.05775 1.62519 -4.47823
C 0.19466 0.42606 -5.13018
C 0.49017 -0.71124 -4.38971
C 0.54086 -0.63929 -3.00438
C 2.09674 0.54658 -0.04748
C 2.49896 0.98008 1.21356
C 3.80354 0.77661 1.65154
C 4.73051 0.15188 0.83378
C 4.34237 -0.27829 -0.43025
C 3.03822 -0.08668 -0.86216
H 0.61527 -1.67637 -0.31272
H -0.14091 -0.98006 1.11136
H -1.60146 -1.48273 -1.54405
H -2.36815 -0.91771 -0.08884
H -3.25597 -4.21233 2.37902
H -2.61699 -4.63602 4.71861
H -0.26772 -4.32573 5.43598
H 1.43328 -3.59896 3.78619
H 0.80646 -3.20835 1.45300
H 0.39324 -5.35100 0.47260
H 2.10584 -6.34874 -0.97260
H 2.18887 -5.79359 -3.38423
H 0.50107 -4.24868 -4.33964
H -1.21186 -3.24995 -2.90632
H -0.21796 2.62725 -2.58586
H -0.31436 2.51075 -5.04512
H 0.14363 0.37298 -6.21054
H 0.67163 -1.65780 -4.88400
H 0.75274 -1.54267 -2.44542
H 1.78848 1.48812 1.85748
H 4.09230 1.12455 2.63562
H 5.74749 -0.00112 1.17259
H 5.05300 -0.77431 -1.08064
H 2.76441 -0.42681 -1.84941